C47H51BCdN11O2S5 | ωB97M-V/def2-TZVPD

Geometry as XYZ:
```
118
C47H51BCdN11O2S5 (ωB97M-V/def2-TZVPD)
Cd 0.189 3.752 -1.154
C -2.159 4.731 1.860
C -1.914 3.267 1.960
C -1.673 2.631 3.145
C -1.429 1.239 3.128
N -1.326 0.596 2.001
N -1.489 1.200 0.841
B -1.041 0.330 -0.399
N -2.341 -0.058 -1.175
N -3.225 -0.733 -0.443
C -4.481 -0.796 -0.766
C -4.999 -0.010 -1.829
C -4.122 0.667 -2.614
C -4.543 1.563 -3.724
C -2.710 0.528 -2.366
S -1.662 1.026 -3.560
C -5.339 -1.713 0.087
C -4.758 -3.127 -0.024
C -5.257 -1.236 1.541
C -6.797 -1.743 -0.374
N -0.244 -0.866 0.239
N -0.794 -2.056 0.363
C -0.107 -3.084 0.775
C 1.297 -2.991 0.951
C 1.870 -1.759 0.908
C 3.327 -1.545 1.132
C 1.035 -0.614 0.678
S 1.632 0.910 0.982
C -0.897 -4.343 1.083
C -1.548 -4.857 -0.206
C -0.026 -5.451 1.686
C -1.955 -3.952 2.126
C -1.882 2.492 0.757
S -2.410 3.155 -0.704
C -1.219 0.384 4.362
C -1.239 1.203 5.652
C -2.339 -0.663 4.391
C 0.139 -0.312 4.207
H -2.252 5.187 2.842
H -1.313 5.195 1.341
H -3.051 4.926 1.266
H -1.651 3.198 4.062
H -6.060 0.090 -1.991
H -5.625 1.610 -3.811
H -4.139 2.558 -3.536
H -4.110 1.219 -4.661
H -3.692 -3.083 0.155
H -5.217 -3.793 0.705
H -4.928 -3.532 -1.020
H -4.216 -1.161 1.841
H -5.715 -0.254 1.645
H -5.773 -1.931 2.201
H -6.856 -2.036 -1.420
H -7.354 -2.470 0.214
H -7.274 -0.774 -0.251
H 1.899 -3.870 1.122
H 3.872 -2.485 1.061
H 3.708 -0.825 0.411
H 3.483 -1.111 2.120
H -0.793 -5.294 -0.859
H -2.296 -5.616 0.017
H -2.023 -4.038 -0.737
H 0.713 -5.814 0.975
H 0.488 -5.100 2.579
H -0.661 -6.288 1.969
H -2.485 -3.064 1.799
H -2.666 -4.761 2.279
H -1.472 -3.729 3.076
H -2.200 1.697 5.784
H -1.077 0.548 6.506
H -0.451 1.953 5.648
H -3.309 -0.178 4.480
H -2.321 -1.233 3.466
H -2.209 -1.342 5.231
H 0.929 0.427 4.090
H 0.357 -0.932 5.074
H 0.129 -0.932 3.315
C 7.809 -0.618 0.702
O 8.151 -0.328 -0.631
C 7.236 -0.625 -1.597
C 6.044 -1.300 -1.366
C 5.144 -1.494 -2.392
C 5.441 -1.077 -3.690
C 6.683 -0.479 -3.934
C 7.547 -0.219 -2.898
N 4.628 -1.376 -4.773
N 3.394 -1.312 -4.770
C 2.588 -0.694 -3.843
C 1.430 -1.356 -3.457
C 0.540 -0.798 -2.556
C 0.705 0.494 -2.079
O -0.113 1.090 -1.198
C 1.823 1.249 -2.541
N 1.931 2.537 -2.156
C 2.960 3.253 -2.530
C 3.951 2.760 -3.385
C 3.840 1.473 -3.844
C 2.788 0.650 -3.400
H 8.612 -0.216 1.316
H 7.730 -1.696 0.871
H 6.867 -0.139 0.985
H 5.798 -1.665 -0.383
H 4.210 -2.003 -2.195
H 6.932 -0.185 -4.942
H 8.477 0.301 -3.062
H 1.256 -2.354 -3.834
H -0.326 -1.368 -2.261
H 2.992 4.278 -2.171
H 4.755 3.405 -3.703
H 4.549 1.099 -4.566
S 1.286 5.008 0.720
C 1.099 6.588 0.004
C 1.345 7.637 0.902
N 1.552 8.457 1.683
C 0.736 6.896 -1.289
S 0.354 5.806 -2.589
C 0.679 8.249 -1.655
N 0.631 9.346 -1.999
```

HOMO, eV: -4.6
Energy relative to the best compared isomer or geometry (same formula, charge and spin), kJ/mol: 0.0
E_LUMO, eV: 1.4
Net charge: -1
Gap between HOMO and LUMO, eV: 6.049

C10H40NO13 | ωB97M-V/def2-TZVPD

Geometry as XYZ:
```
64
C10H40NO13 (ωB97M-V/def2-TZVPD)
N 0.140 -0.670 -0.161
O 0.084 -1.052 -1.342
O -0.683 0.209 0.170
O 0.995 -1.081 0.596
C 0.660 2.828 -1.946
O 1.452 3.493 -2.986
H 1.231 2.745 -1.021
H -0.303 3.305 -1.762
H 0.426 1.791 -2.187
H 1.617 4.366 -2.622
C -3.745 1.158 1.625
O -2.615 1.905 1.205
H -3.910 0.283 0.996
H -3.620 0.776 2.638
H -4.604 1.829 1.635
H -1.895 1.301 1.010
C -2.333 -2.428 2.307
O -3.602 -2.825 1.841
H -1.543 -3.178 2.312
H -1.966 -1.586 1.721
H -2.413 -2.250 3.379
H -3.598 -2.912 0.885
C -3.492 1.180 -2.346
O -2.096 1.102 -2.264
H -3.972 0.367 -1.801
H -3.780 2.144 -1.926
H -3.904 1.176 -3.355
H -1.830 1.034 -1.344
C 2.966 -4.271 -0.700
O 2.028 -3.341 -1.186
H 3.363 -4.866 -1.523
H 3.864 -3.781 -0.323
H 2.491 -4.924 0.031
H 1.842 -2.825 -0.398
C -0.637 0.676 4.012
O -1.809 0.760 4.806
H -0.775 0.623 2.932
H -0.006 1.516 4.301
H -0.209 -0.289 4.284
H -2.285 1.562 4.580
C 2.768 -2.171 3.481
O 1.453 -2.353 3.095
H 3.356 -2.078 2.568
H 2.882 -1.208 3.979
H 3.173 -2.952 4.124
H 1.252 -1.787 2.346
C 3.008 -0.295 -2.620
O 2.218 -0.602 -3.722
H 2.962 -1.093 -1.878
H 4.065 -0.249 -2.882
H 2.705 0.647 -2.163
H 2.137 0.207 -4.231
C -0.897 0.862 -5.245
O -0.954 -0.200 -4.289
H 0.000 0.656 -5.829
H -1.769 0.923 -5.896
H -0.719 1.805 -4.729
H -1.480 0.120 -3.552
C 1.924 2.028 1.720
O 2.800 3.091 2.009
H 2.399 1.402 0.964
H 1.766 1.471 2.644
H 0.961 2.309 1.293
H 2.454 3.616 2.734
```

HOMO, eV: -6.3
Energy relative to the best compared isomer or geometry (same formula, charge and spin), kJ/mol: 68.9
E_LUMO, eV: 2.6
Net charge: -1
Gap between HOMO and LUMO, eV: 8.894

C6H11N4OP3 | ωB97M-V/def2-TZVPD

Geometry as XYZ:
```
25
C6H11N4OP3 (ωB97M-V/def2-TZVPD)
C -2.038 -0.403 -1.024
C -3.226 -0.684 -0.541
C -1.754 1.573 0.393
C -1.173 0.648 -0.396
C -3.797 0.085 0.554
C -3.248 1.556 0.612
N 2.644 1.131 -0.213
N 5.079 0.736 -0.184
N 2.557 -0.161 -0.680
N 2.808 -2.874 0.102
O 0.146 0.626 -0.658
P 4.057 1.843 0.344
P 3.669 -1.380 0.193
P 1.349 0.221 0.410
H -1.469 -0.961 -1.769
H -3.686 -1.554 -0.978
H -1.305 2.380 0.859
H -4.928 0.056 0.685
H -3.556 -0.532 1.561
H -3.343 1.993 1.676
H -3.561 2.069 -0.217
H 5.986 1.059 -0.146
H 2.181 -3.006 -0.583
H 2.232 -3.049 0.919
H 4.380 -1.373 -0.920
```

HOMO, eV: -8.1
Energy relative to the best compared isomer or geometry (same formula, charge and spin), kJ/mol: 212.7
E_LUMO, eV: 0.0
Gap between HOMO and LUMO, eV: 8.102

C6H10O3 | ωB97M-V/def2-TZVPD

Geometry as XYZ:
```
19
C6H10O3 (ωB97M-V/def2-TZVPD)
C 1.227 -0.586 -0.476
C 2.023 0.442 0.530
C -0.179 0.473 0.962
C -1.668 0.791 0.951
C -1.560 -0.331 -0.152
C -0.137 0.126 -0.508
H 1.588 -1.241 -2.329
H 1.098 -1.621 -0.127
H 2.690 1.027 -0.049
H 2.541 -0.095 1.355
H -0.016 -0.358 1.587
H -2.311 0.592 1.892
H -1.860 1.785 0.608
H -1.646 -1.306 0.260
H -2.297 -1.144 -1.643
H -0.079 0.994 -1.130
O 2.058 -0.617 -1.686
O 1.001 1.341 1.169
O -2.474 -0.273 -1.213
```

HOMO, eV: -9.4
Energy relative to the best compared isomer or geometry (same formula, charge and spin), kJ/mol: 337.0
E_LUMO, eV: 0.4
Gap between HOMO and LUMO, eV: 9.858

C4H7NO2 | ωB97M-V/def2-TZVPD

Geometry as XYZ:
```
14
C4H7NO2 (ωB97M-V/def2-TZVPD)
O 0.318 -2.810 -0.598
C -0.266 -2.075 0.173
N 0.065 -0.777 0.374
C -0.723 0.354 0.867
C 0.240 1.291 0.088
O -0.356 2.148 -0.847
C 0.925 0.025 -0.482
H -1.118 -2.401 0.802
H -0.722 0.455 1.957
H -1.750 0.398 0.485
H 0.879 1.886 0.747
H -0.220 1.753 -1.716
H 1.997 -0.092 -0.299
H 0.730 -0.155 -1.551
```

HOMO, eV: -9.7
SMILES: O=CN1CC(O)C1
Energy relative to the best compared isomer or geometry (same formula, charge and spin), kJ/mol: 164.0
E_LUMO, eV: 0.7
Gap between HOMO and LUMO, eV: 10.410

C31H40GeN6O8STi | ωB97M-V/def2-TZVPD

Geometry as XYZ:
```
88
C31H40GeN6O8STi (ωB97M-V/def2-TZVPD)
Ti -1.603 -0.333 -1.235
C -2.823 -1.440 -2.949
C -3.760 -1.020 -1.982
C -3.760 0.389 -1.966
C -2.790 0.840 -2.883
C -2.216 -0.301 -3.499
H -2.569 -2.460 -3.188
H -4.368 -1.672 -1.375
H -4.366 1.018 -1.336
H -2.553 1.866 -3.117
H -1.428 -0.287 -4.234
C 5.320 0.907 -4.163
C 4.292 0.287 -3.226
C 2.981 1.067 -3.190
C 1.954 0.448 -2.244
Ge 0.189 1.316 -2.274
C 0.159 3.127 -1.461
C 0.916 4.156 -2.303
C 0.761 5.580 -1.778
C 1.522 6.599 -2.616
H 6.244 0.328 -4.187
H 5.572 1.923 -3.851
H 4.935 0.962 -5.184
H 4.701 0.228 -2.212
H 4.084 -0.744 -3.530
H 2.571 1.125 -4.204
H 3.195 2.100 -2.895
H 2.322 0.446 -1.217
H 1.781 -0.599 -2.504
H -0.113 1.629 -3.775
H 0.583 3.102 -0.454
H -0.884 3.447 -1.354
H 0.573 4.115 -3.342
H 1.979 3.900 -2.328
H 1.108 5.619 -0.740
H -0.303 5.837 -1.754
H 2.591 6.377 -2.624
H 1.395 7.611 -2.230
H 1.175 6.590 -3.651
O 1.892 0.236 4.838
S 1.108 -0.805 5.497
O 1.615 -1.288 6.743
O 0.674 -1.830 4.533
C -0.519 -0.051 5.802
N -1.194 -0.293 6.917
C -2.477 0.064 6.904
C -3.114 0.560 5.775
C -2.302 0.775 4.676
N -0.996 0.543 4.716
C -2.697 1.035 3.271
C -1.889 1.847 2.482
C -1.836 1.609 1.133
N -2.520 0.608 0.555
C -3.434 -0.035 1.282
C -3.592 0.184 2.638
H -3.030 -0.089 7.825
H -4.176 0.762 5.769
H -1.200 2.546 2.935
H -1.151 2.154 0.500
H -3.993 -0.814 0.780
H -4.269 -0.442 3.203
O -0.294 -1.920 -1.796
C -0.762 -2.680 -0.901
O -1.734 -2.260 -0.205
C -0.181 -4.023 -0.665
C 1.119 -4.297 -1.077
C 1.675 -5.542 -0.829
C 0.930 -6.522 -0.190
C -0.364 -6.224 0.199
C -0.936 -4.986 -0.013
N -1.166 -7.267 0.866
O -2.315 -6.994 1.148
O -0.649 -8.351 1.032
H 1.685 -3.523 -1.578
H 2.691 -5.753 -1.131
H 1.333 -7.503 0.012
H -1.941 -4.780 0.323
C 2.086 1.324 1.475
N 1.260 0.302 2.077
C 0.326 -0.391 1.425
N -0.322 -1.334 2.120
O 0.060 -0.154 0.196
H 2.139 2.183 2.142
H 1.667 1.622 0.520
H 3.103 0.963 1.306
H 1.374 0.173 3.091
H -0.029 -1.550 3.086
H -1.026 -1.872 1.648
```

HOMO (spin up / spin down), eV: -8.6 / -8.6
Energy relative to the best compared isomer or geometry (same formula, charge and spin), kJ/mol: 14.3
E_LUMO (spin up / spin down), eV: -1.1 / -1.1
Gap between HOMO and LUMO (spin up / spin down), eV: 7.510 / 7.511